Here is C22H36N3O6RhS2 as an isolated structure from the OMol25 dataset. Energies are from ωB97M-V/def2-TZVPD.

CARTESIAN COORDINATES (ANGSTROEM)
1 Rh -0.721 0.468 0.607
2 C -1.532 3.534 3.391
3 C -1.039 2.690 2.267
4 N -1.253 1.416 2.191
5 O -2.154 0.878 3.086
6 C -0.230 3.241 1.159
7 C 0.488 4.544 1.148
8 N -0.204 2.375 0.178
9 O 0.579 2.350 -0.806
10 H -2.444 3.132 3.822
11 H -1.706 4.549 3.043
12 H -0.776 3.568 4.179
13 H -1.872 -0.047 3.171
14 H 0.340 5.089 2.078
15 H 0.141 5.163 0.319
16 H 1.558 4.379 1.002
17 C 5.628 0.980 3.586
18 C 4.608 1.519 2.590
19 C 3.618 0.436 2.176
20 S 2.379 1.074 1.048
21 O 1.195 0.097 1.279
22 C 3.113 0.646 -0.533
23 C 3.012 -0.832 -0.920
24 C 1.736 -1.183 -1.677
25 H 6.310 1.765 3.908
26 H 6.223 0.178 3.146
27 H 5.136 0.578 4.474
28 H 5.124 1.907 1.708
29 H 4.062 2.359 3.027
30 H 3.041 0.062 3.023
31 H 4.119 -0.411 1.704
32 H 4.151 0.971 -0.420
33 H 2.629 1.298 -1.261
34 H 3.089 -1.464 -0.032
35 H 3.883 -1.053 -1.539
36 H 0.855 -1.048 -1.047
37 H 1.751 -2.229 -1.985
38 H 1.619 -0.570 -2.573
39 N -2.595 0.618 -0.143
40 C -2.571 0.673 -1.605
41 C -1.620 -0.073 -2.280
42 C -1.577 -0.004 -3.662
43 C -2.473 0.796 -4.362
44 C -3.418 1.536 -3.659
45 C -3.474 1.478 -2.275
46 S -2.440 0.800 -6.154
47 O -1.021 0.729 -6.463
48 O -3.086 2.053 -6.505
49 O -3.192 -0.393 -6.499
50 H -3.103 1.415 0.230
51 H -3.061 -0.231 0.177
52 H -0.930 -0.721 -1.743
53 H -0.842 -0.564 -4.225
54 H -4.097 2.164 -4.223
55 H -4.207 2.059 -1.725
56 C -1.865 -4.293 -1.128
57 C -1.488 -4.120 0.350
58 C -0.194 -4.889 0.645
59 C -2.622 -4.645 1.238
60 C -1.272 -2.686 0.621
61 C -1.099 -1.506 0.850
62 H -2.075 -5.344 -1.338
63 H -1.050 -3.969 -1.777
64 H -2.749 -3.706 -1.379
65 H -0.319 -5.941 0.380
66 H 0.065 -4.825 1.703
67 H 0.636 -4.483 0.065
68 H -2.788 -5.705 1.038
69 H -3.551 -4.109 1.038
70 H -2.376 -4.526 2.294

Results
calculated total energy = -64825.836 eV
relative energy (zero: lowest compared OMol25 entry of this formula, charge and spin) = 29.8 kcal per mole
frontier orbital gap = 5.64 eV
HOMO level = -7.316 eV
maximum force = 1.93 eV Å⁻¹

Here is a 5-piece molecular cluster, C22H36N4O4 overall from the OMol25 dataset. Energies are from ωB97M-V/def2-TZVPD.

CARTESIAN COORDINATES (ANGSTROEM)
1 N -0.475 2.776 7.746
2 C -1.884 2.624 7.234
3 C -1.934 1.991 5.755
4 C -3.144 1.044 5.362
5 C -3.155 0.499 3.918
6 C -2.013 0.809 2.864
7 N -2.162 0.219 1.559
8 C -1.087 0.563 0.687
9 C -1.142 -0.039 -0.809
10 N -2.506 -0.023 -1.413
11 C 0.120 1.439 1.134
12 N 0.311 2.040 2.415
13 C -0.813 1.706 3.250
14 C -0.808 2.303 4.722
15 H -0.508 2.951 8.770
16 H -0.129 3.648 7.300
17 H -2.314 3.696 7.135
18 H -2.469 1.978 7.975
19 H -3.982 0.754 6.078
20 H -4.042 -0.167 3.592
21 H -0.797 -1.147 -0.768
22 H -0.410 0.503 -1.525
23 H -2.549 0.595 -2.244
24 H -3.229 0.321 -0.767
25 H 0.949 1.623 0.351
26 H 0.053 2.995 5.058
27 C -1.832 0.037 -5.008
28 C -0.464 0.610 -4.749
29 C 0.723 -0.243 -5.106
30 O -0.326 1.722 -4.269
31 H -2.592 0.761 -4.703
32 H -1.954 -0.169 -6.074
33 H -1.967 -0.878 -4.427
34 H 0.716 -0.461 -6.176
35 H 0.701 -1.170 -4.530
36 H 1.642 0.297 -4.865
37 C 2.825 2.901 8.666
38 C 2.454 3.325 10.062
39 C 3.508 3.195 11.129
40 O 1.343 3.756 10.318
41 H 1.970 3.049 8.004
42 H 3.659 3.506 8.303
43 H 3.094 1.842 8.658
44 H 4.372 3.813 10.876
45 H 3.807 2.150 11.231
46 H 3.101 3.537 12.083
47 C 0.632 -4.685 -4.930
48 C 1.695 -4.176 -3.994
49 C 2.276 -5.154 -3.006
50 O 2.072 -3.018 -4.033
51 H 0.307 -3.873 -5.585
52 H 1.036 -5.491 -5.548
53 H -0.228 -5.040 -4.358
54 H 2.752 -5.980 -3.538
55 H 1.488 -5.529 -2.349
56 H 3.029 -4.649 -2.397
57 C 0.967 -2.162 -10.380
58 C 0.278 -2.293 -9.048
59 C -1.048 -1.597 -8.883
60 O 0.772 -2.935 -8.140
61 H 1.910 -2.713 -10.355
62 H 0.337 -2.582 -11.168
63 H 1.181 -1.111 -10.587
64 H -1.767 -1.992 -9.604
65 H -0.923 -0.521 -9.023
66 H -1.428 -1.778 -7.874

Results
SMILES = NCc1ccc2nc(CN)cnc2c1.CC(C)=O.CC(C)=O.CC(C)=O.CC(C)=O
calculated total energy = -37542.441 eV
frontier orbital gap = 7.68 eV
HOMO level = -8.244 eV
maximum force = 6.08 eV Å⁻¹

Here is C22H36N6O2PtSb as an isolated structure from the OMol25 dataset. Energies are from ωB97M-V/def2-TZVPD.

CARTESIAN COORDINATES (ANGSTROEM)
1 Pt 1.561 -1.501 0.079
2 N 3.086 -3.134 -0.260
3 C 3.746 -3.408 1.031
4 C 3.468 -2.340 2.090
5 O 4.112 -2.291 3.103
6 O 2.470 -1.506 1.839
7 H 2.702 -3.968 -0.686
8 H 3.727 -2.723 -0.926
9 H 4.827 -3.469 0.916
10 H 3.398 -4.359 1.431
11 C -1.196 -3.182 -0.729
12 C -0.706 -2.168 -1.698
13 N 0.473 -1.561 -1.651
14 C 0.545 -0.713 -2.737
15 C -0.599 -0.818 -3.449
16 N -1.386 -1.731 -2.781
17 C -2.732 -2.129 -3.190
18 N -3.649 -2.020 -2.103
19 N -4.275 -3.131 -1.624
20 N -5.083 -2.794 -0.703
21 C -5.023 -1.421 -0.542
22 C -5.712 -0.578 0.336
23 C -5.429 0.765 0.261
24 C -4.486 1.271 -0.661
25 C -3.799 0.453 -1.530
26 C -4.102 -0.910 -1.450
27 H -0.395 -3.423 -0.032
28 H -1.510 -4.095 -1.237
29 H -2.047 -2.813 -0.157
30 H 1.424 -0.126 -2.938
31 H -0.926 -0.335 -4.353
32 H -2.756 -3.162 -3.533
33 H -3.016 -1.469 -4.009
34 H -6.433 -0.976 1.036
35 H -5.936 1.457 0.918
36 H -4.304 2.337 -0.688
37 H -3.077 0.849 -2.232
38 C 0.731 3.892 0.106
39 C 0.750 2.507 -0.537
40 C -0.652 2.096 -0.987
41 Sb 1.580 0.949 0.695
42 C 3.642 1.378 1.053
43 C 3.855 2.654 1.860
44 C 4.390 1.405 -0.276
45 C 0.577 0.964 2.602
46 C -0.604 -0.002 2.568
47 C 0.127 2.342 3.078
48 H 0.472 4.629 -0.658
49 H 1.691 4.188 0.527
50 H -0.018 3.961 0.890
51 H 1.427 2.527 -1.396
52 H -1.350 2.121 -0.146
53 H -0.683 1.096 -1.415
54 H -1.023 2.797 -1.741
55 H 3.950 0.517 1.648
56 H 3.598 3.546 1.287
57 H 4.910 2.737 2.130
58 H 3.284 2.662 2.789
59 H 4.020 2.197 -0.933
60 H 4.307 0.458 -0.814
61 H 5.452 1.598 -0.105
62 H 1.351 0.570 3.265
63 H -1.406 0.366 1.921
64 H -1.014 -0.111 3.575
65 H -0.315 -0.995 2.221
66 H -0.706 2.714 2.480
67 H 0.923 3.087 3.060
68 H -0.226 2.270 4.109

Results
calculated total energy = -46212.794 eV
total charge = +1
relative energy (zero: lowest compared OMol25 entry of this formula, charge and spin) = 12.6 kcal per mole
frontier orbital gap = 8.63 eV
HOMO level = -11.526 eV
maximum force = 1.44 eV Å⁻¹

Here is C22H36N6OSSi2Ti as an isolated structure from the OMol25 dataset. Energies are from ωB97M-V/def2-TZVPD.

CARTESIAN COORDINATES (ANGSTROEM)
1 Ti -0.591 0.020 0.320
2 C -2.148 1.874 4.003
3 Si -0.544 1.270 3.292
4 C 0.275 2.603 2.251
5 C 0.675 0.614 4.554
6 N -0.901 -0.059 2.122
7 C -1.440 -1.327 2.495
8 C -1.602 -1.785 3.791
9 C -2.116 -3.062 3.991
10 C -2.440 -3.869 2.914
11 C -2.270 -3.419 1.609
12 C -1.783 -2.140 1.400
13 N -1.565 -1.524 0.129
14 Si -2.259 -2.204 -1.398
15 C -4.092 -2.403 -1.179
16 C -1.927 -0.924 -2.733
17 C -1.345 -3.785 -1.796
18 H -1.968 2.752 4.629
19 H -2.633 1.122 4.628
20 H -2.849 2.166 3.219
21 H 0.779 3.299 2.928
22 H -0.439 3.178 1.660
23 H 1.073 2.231 1.595
24 H 1.452 1.355 4.757
25 H 1.166 -0.304 4.223
26 H 0.196 0.392 5.509
27 H -1.349 -1.168 4.642
28 H -2.262 -3.423 5.000
29 H -2.835 -4.862 3.083
30 H -2.528 -4.066 0.783
31 H -4.547 -1.479 -0.814
32 H -4.365 -3.206 -0.496
33 H -4.546 -2.628 -2.148
34 H -2.701 -0.156 -2.722
35 H -1.970 -1.431 -3.701
36 H -0.961 -0.408 -2.706
37 H -1.712 -4.648 -1.241
38 H -0.275 -3.698 -1.588
39 H -1.454 -4.021 -2.858
40 S -1.954 1.839 -0.541
41 C -0.781 2.333 -1.730
42 N -1.145 2.526 -2.975
43 C -0.227 2.947 -4.048
44 C 1.175 2.477 -3.710
45 C 1.550 2.927 -2.313
46 N 0.508 2.477 -1.366
47 H -2.112 2.345 -3.199
48 H -0.275 4.032 -4.150
49 H -0.587 2.503 -4.973
50 H 1.888 2.884 -4.424
51 H 1.227 1.387 -3.784
52 H 1.631 4.014 -2.263
53 H 2.504 2.500 -2.007
54 H 0.641 2.705 -0.390
55 N 6.358 0.245 -1.203
56 C 5.150 0.620 -1.643
57 O 4.930 1.460 -2.495
58 C 3.931 0.015 -0.986
59 C 2.945 -0.504 -1.822
60 C 1.712 -0.792 -1.288
61 N 1.416 -0.556 0.006
62 C 2.396 -0.156 0.829
63 C 3.671 0.131 0.372
64 H 7.172 0.658 -1.634
65 H 6.488 -0.518 -0.562
66 H 3.132 -0.642 -2.879
67 H 0.915 -1.196 -1.900
68 H 2.124 -0.030 1.869
69 H 4.421 0.494 1.063

Results
calculated total energy = -84085.170 eV
total charge = +2
frontier orbital gap = 6.96 eV
HOMO level = -13.413 eV
maximum force = 0.69 eV Å⁻¹

Here is C22H36O2P2Tc as an isolated structure from the OMol25 dataset. Energies are from ωB97M-V/def2-TZVPD.

CARTESIAN COORDINATES (ANGSTROEM)
1 P 0.186 -0.671 -3.305
2 P 0.435 -2.043 -0.346
3 C 0.315 -2.458 -2.954
4 C -0.652 -2.606 -1.821
5 H 1.385 -2.560 -2.680
6 H 0.094 -2.967 -3.897
7 H -1.394 -1.774 -1.824
8 H -1.165 -3.573 -1.859
9 C 1.535 -3.576 -0.078
10 H 2.217 -3.379 0.764
11 H 2.164 -3.770 -0.952
12 H 1.044 -4.528 0.167
13 C -1.035 -3.126 0.640
14 H -1.226 -4.104 0.173
15 H -2.001 -2.610 0.602
16 H -0.843 -3.335 1.701
17 C 1.113 -0.613 -4.860
18 H 1.060 0.338 -5.387
19 H 0.817 -1.404 -5.537
20 H 2.147 -0.842 -4.588
21 C -1.581 -0.173 -3.796
22 H -2.262 -0.311 -2.977
23 H -1.966 -0.807 -4.612
24 H -1.681 0.866 -4.153
25 Tc 1.307 -0.211 -1.551
26 C -1.922 -0.624 3.838
27 C -0.953 -0.620 2.936
28 C -0.857 0.293 1.783
29 C -2.099 0.680 0.936
30 C -3.203 -0.323 0.644
31 C -3.908 -1.081 1.489
32 C -4.276 -0.728 2.900
33 C -3.235 0.063 3.696
34 C 1.087 1.557 -2.698
35 H -1.685 -0.994 4.835
36 H -0.159 -1.404 2.823
37 H -0.092 -0.078 1.099
38 H -0.350 1.236 2.027
39 H -2.479 1.634 1.339
40 H -1.726 0.965 -0.063
41 H -3.447 -0.411 -0.399
42 H -4.506 -1.894 1.123
43 H -4.537 -1.625 3.491
44 H -5.189 -0.098 2.812
45 H -3.185 1.039 3.237
46 H -3.574 0.184 4.721
47 H 1.267 2.388 -2.027
48 H 0.149 1.757 -3.250
49 H 1.902 1.448 -3.420
50 O 3.133 1.081 -1.140
51 C 2.605 1.652 -0.114
52 O 1.448 1.144 0.229
53 C 3.160 2.845 0.662
54 C 4.518 3.212 0.826
55 C 4.898 4.022 1.920
56 C 3.948 4.573 2.791
57 C 2.596 4.322 2.520
58 C 2.218 3.565 1.392
59 H 5.271 2.867 0.114
60 H 5.951 4.241 2.100
61 H 4.238 5.155 3.681
62 H 1.811 4.731 3.146
63 H 1.169 3.466 1.131

Results
calculated total energy = -48245.361 eV
total charge = +2
relative energy (zero: lowest compared OMol25 entry of this formula, charge and spin) = 147.5 kcal per mole
spin multiplicity = 4
frontier orbital gap (spin up / spin down) = 6.19 / 3.28 eV
HOMO level (spin up / spin down) = -13.621 / -13.618 eV
maximum force = 7.87 eV Å⁻¹

Here is C22H37BCl2N5PtS2Si2Te as an isolated structure from the OMol25 dataset. Energies are from ωB97M-V/def2-TZVPD.

CARTESIAN COORDINATES (ANGSTROEM)
1 Pt -1.327 -0.716 0.582
2 C -4.081 1.041 1.894
3 N -4.675 0.369 0.752
4 C -5.841 -0.362 0.769
5 C -5.946 -0.943 -0.448
6 N -4.856 -0.574 -1.198
7 B -4.577 -1.115 -2.635
8 N -3.119 -1.692 -2.757
9 C -2.414 -1.592 -3.933
10 C -1.222 -2.212 -3.772
11 N -1.208 -2.690 -2.482
12 C -0.126 -3.392 -1.830
13 C -2.360 -2.343 -1.862
14 S -2.680 -2.697 -0.208
15 C -4.080 0.216 -0.448
16 S -2.564 0.910 -0.875
17 H -4.842 1.111 2.668
18 H -3.753 2.037 1.603
19 H -3.219 0.478 2.268
20 H -6.469 -0.408 1.638
21 H -6.688 -1.611 -0.841
22 H -5.390 -1.996 -2.830
23 H -4.660 -0.229 -3.457
24 H -2.820 -1.070 -4.777
25 H -0.393 -2.346 -4.441
26 H 0.660 -3.566 -2.564
27 H -0.482 -4.340 -1.428
28 H 0.244 -2.800 -0.992
29 Cl -0.914 0.380 4.872
30 C 0.427 -0.567 4.254
31 C 1.600 -0.577 4.966
32 C 2.684 -1.349 4.540
33 C 2.510 -2.135 3.408
34 C 1.330 -2.114 2.693
35 Cl 1.150 -3.285 1.398
36 C 0.221 -1.291 3.033
37 N -0.908 -1.199 2.374
38 H 1.662 0.022 5.865
39 H 3.610 -1.367 5.096
40 H 3.296 -2.801 3.073
41 C 4.102 1.488 -1.980
42 Si 3.663 -0.325 -2.073
43 C 5.244 -1.325 -2.015
44 C 2.770 -0.686 -3.674
45 C 2.563 -0.819 -0.649
46 Te 0.791 0.383 -0.542
47 C 1.602 1.632 0.983
48 Si 0.664 3.232 1.270
49 C -0.839 2.927 2.315
50 C 0.185 3.978 -0.374
51 C 1.843 4.400 2.138
52 H 4.688 1.786 -2.851
53 H 4.695 1.701 -1.089
54 H 3.206 2.111 -1.948
55 H 5.896 -1.077 -2.855
56 H 5.035 -2.394 -2.055
57 H 5.794 -1.128 -1.094
58 H 3.321 -0.306 -4.535
59 H 1.782 -0.223 -3.679
60 H 2.641 -1.762 -3.806
61 H 3.039 -0.718 0.327
62 H 2.245 -1.855 -0.735
63 H 2.623 1.856 0.666
64 H 1.633 1.019 1.887
65 H -1.300 1.971 2.045
66 H -1.587 3.710 2.174
67 H -0.582 2.878 3.373
68 H -0.619 3.415 -0.853
69 H 1.034 4.000 -1.061
70 H -0.168 5.001 -0.233
71 H 2.141 4.011 3.112
72 H 1.370 5.371 2.295
73 H 2.746 4.560 1.546

Results
calculated total energy = -104557.432 eV
total charge = -1
relative energy (zero: lowest compared OMol25 entry of this formula, charge and spin) = 0.0 kcal per mole
frontier orbital gap (spin up / spin down) = 5.31 / 5.32 eV
HOMO level (spin up / spin down) = -3.079 / -3.080 eV
maximum force = 0.68 eV Å⁻¹